No. 1
C31H52AlP2 | the ωB97M-V functional and the def2-TZVPD basis

Output
Molar mass   513.687 g/mol
Multiplicity   1
Total charge   +1
Highest occupied orbital energy   -10.118 eV
ΔE to the lowest compared entry with this formula, charge and spin   0.0 kcal/mol
Total energy   -2137.32268 Ha
Kohn-Sham gap   0.2851 Eh
LUMO energy   -2.36 eV
Strongest force on any atom   0.0347 hartree/bohr

The geometry in XYZ format:
```
86
C31H52AlP2 | the Open Molecules 2025 dataset | the ωB97M-V functional and the def2-TZVPD basis
Al -0.947 0.155 0.039
C 0.773 -1.244 1.759
C 1.858 -0.363 1.777
C -0.016 0.950 2.100
C -0.455 -0.465 1.986
C 1.396 0.964 1.978
C 0.889 -2.713 1.900
H 1.696 -3.133 1.283
H -0.041 -3.241 1.646
H 1.132 -2.956 2.949
C -1.513 -1.034 2.895
H -1.761 -2.064 2.589
H -2.442 -0.443 2.913
H -1.127 -1.060 3.930
C -0.740 2.023 2.841
H -0.253 2.208 3.815
H -1.780 1.755 3.062
H -0.730 2.975 2.284
C 2.263 2.133 2.268
H 2.599 2.136 3.319
H 1.732 3.082 2.106
H 3.167 2.130 1.642
C 3.267 -0.804 1.794
H 3.589 -1.124 2.795
H 3.936 0.001 1.483
H 3.418 -1.653 1.117
C 2.265 -0.824 -2.555
C 2.833 -1.488 -1.535
C 4.311 -1.705 -1.408
C 5.187 -0.501 -0.938
C 4.484 0.821 -0.794
C 3.928 1.475 -1.821
C 4.010 1.001 -3.244
C 3.069 -0.171 -3.646
H 4.741 -2.050 -2.364
H 6.028 -0.429 -1.647
H 4.471 -2.520 -0.684
H 3.709 -0.912 -4.156
H 1.177 -0.815 -2.665
H 2.202 -1.964 -0.778
H 2.365 0.214 -4.397
H 3.762 1.859 -3.888
H 3.467 2.458 -1.673
H 5.037 0.700 -3.503
H 5.617 -0.763 0.040
H 4.535 1.290 0.196
P -1.351 -1.965 -1.187
C -2.638 -3.027 -0.417
H -2.802 -3.916 -1.048
H -3.579 -2.473 -0.304
H -2.311 -3.364 0.577
C -2.058 -1.614 -2.834
H -2.607 -2.497 -3.196
H -1.254 -1.372 -3.546
H -2.748 -0.759 -2.789
C -0.116 -3.248 -1.604
H 0.657 -2.854 -2.280
H -0.618 -4.098 -2.088
H 0.395 -3.616 -0.704
P -0.388 2.133 -1.354
C 0.927 3.223 -0.698
H 1.119 4.062 -1.380
H 1.854 2.655 -0.577
H 0.638 3.647 0.267
C 0.155 1.935 -3.088
H 1.243 1.780 -3.140
H -0.104 2.817 -3.683
H -0.327 1.061 -3.543
C -1.783 3.323 -1.499
H -1.536 4.093 -2.244
H -1.953 3.792 -0.520
H -2.703 2.801 -1.790
C -2.882 0.525 0.558
C -4.247 0.926 0.033
C -4.676 0.998 -1.313
C -6.036 1.241 -1.575
C -6.954 1.432 -0.533
C -6.522 1.378 0.807
C -5.178 1.145 1.075
H -2.629 1.269 1.325
H -3.060 -0.439 1.066
H -3.961 0.847 -2.133
H -6.388 1.275 -2.611
H -8.002 1.619 -0.751
H -7.217 1.505 1.639
H -4.822 1.087 2.112
```


No. 2
C14H11BeCl3N2SSiTe | the ωB97M-V functional and the def2-TZVPD basis

Output
Molar mass   510.380 g/mol
Multiplicity   1
Total charge   0
Highest occupied orbital energy   -7.037 eV
ΔE to the lowest compared entry with this formula, charge and spin   0.0 kcal/mol
Total energy   -3000.88723 Ha
Kohn-Sham gap   0.2159 Eh
LUMO energy   -1.16 eV
Strongest force on any atom   0.0133 hartree/bohr

The geometry in XYZ format:
```
34
C14H11BeCl3N2SSiTe | the Open Molecules 2025 dataset | the ωB97M-V functional and the def2-TZVPD basis
Be 0.088 0.908 -0.208
C 0.985 2.173 3.504
C -0.269 2.069 4.080
C -1.325 1.558 3.341
C -1.087 1.176 2.039
N 0.123 1.302 1.482
C 1.145 1.777 2.190
C -2.089 0.595 1.089
C -3.407 0.317 1.370
C -4.184 -0.262 0.376
C -3.621 -0.539 -0.854
C -2.296 -0.210 -1.072
N -1.558 0.352 -0.116
H 1.831 2.560 4.056
H -0.425 2.385 5.105
H -2.312 1.457 3.773
H 2.095 1.844 1.671
H -3.824 0.543 2.343
H -5.225 -0.497 0.567
H -4.194 -1.005 -1.645
H -1.798 -0.383 -2.018
Cl 3.409 -1.012 -0.779
Si 1.344 -0.797 -0.828
Cl 0.658 -2.351 0.473
Cl 0.787 -1.484 -2.742
Te 0.084 3.066 -1.313
C 0.940 2.478 -3.134
C 0.481 2.720 -4.398
C 1.340 2.191 -5.417
C 2.429 1.556 -4.903
S 2.409 1.603 -3.193
H -0.439 3.256 -4.597
H 1.146 2.276 -6.480
H 3.229 1.054 -5.431
```